The following is a DFT calculation (ωB97M-V/def2-TZVPD) of a cluster of 2 separate species, C13H27N4O2S2 in total in a non-equilibrium geometry.

Positions of all 48 atoms, in Å:
S: 4.458 -2.792 1.651
C: 2.985 -2.653 0.914
S: 2.015 -4.209 0.654
C: 0.414 -3.643 -0.111
C: -0.741 -3.426 0.942
C: -2.004 -2.652 0.331
N: -1.559 -1.273 0.011
C: -2.263 -0.151 0.243
N: -2.805 0.123 1.520
C: -2.658 1.609 1.752
C: -1.421 2.241 0.999
C: -1.426 1.904 -0.554
N: -2.391 0.766 -0.879
N: 2.334 -1.432 0.464
C: 1.646 -0.704 1.553
C: 2.513 0.410 2.262
O: 3.286 1.233 1.380
C: 3.005 0.965 0.005
C: 3.199 -0.563 -0.368
H: 0.610 -2.754 -0.779
H: 0.074 -4.468 -0.811
H: -0.443 -2.834 1.851
H: -1.084 -4.441 1.291
H: -2.773 -2.600 1.152
H: -2.442 -3.207 -0.539
H: -0.667 -1.143 -0.472
H: -2.239 -0.347 2.233
H: -3.640 2.062 1.438
H: -2.500 1.815 2.850
H: -0.438 1.895 1.443
H: -1.481 3.364 1.083
H: -0.399 1.541 -0.865
H: -1.741 2.815 -1.138
H: -1.937 0.288 -1.671
H: 0.683 -0.292 1.112
H: 1.323 -1.477 2.318
H: 3.196 -0.100 3.003
H: 1.802 1.036 2.893
H: 3.739 1.565 -0.603
H: 1.977 1.334 -0.318
H: 2.866 -0.700 -1.446
H: 4.295 -0.797 -0.327
C: -1.134 3.931 -4.584
O: -0.910 2.702 -3.897
H: -0.170 4.381 -4.815
H: -1.676 3.743 -5.513
H: -1.707 4.612 -3.951
H: -1.774 2.324 -3.705

Summary:
Energy above the lowest of the compared OMol25 structures with the same formula, charge and spin in eV: 1.638
HOMO in eV: -11.299
Charge: +1
Lowest unoccupied orbital energy in hartree: -0.14941
Spin multiplicity: 1
Frontier orbital gap in eV: 7.23
E in eV: -45635.0457

natural (NBO) atomic charge list, values in e, 6 entries: atom 1 (S): 0.07, atom 2 (C): -0.09, atom 3 (S): 0.31, atom 4 (C): -0.56, atom 5 (C): -0.42, atom 6 (C): -0.23


The following is a DFT calculation (ωB97M-V/def2-TZVPD) of a structure of composition C13H27N7NiO3 in a non-equilibrium geometry.

Positions of all 51 atoms, in Å:
Ni: 0.253 -0.183 0.245
N: 0.403 1.712 -0.737
C: -0.180 1.623 -2.079
C: -0.760 2.943 -2.612
C: -0.073 3.455 -3.879
C: -0.370 2.644 -5.146
N: 0.554 1.529 -5.332
C: 0.246 0.267 -5.628
N: -0.968 -0.217 -5.410
N: 1.202 -0.534 -6.116
C: -1.277 0.499 -2.054
O: -2.046 0.422 -2.996
O: -1.224 -0.295 -1.069
H: -0.215 2.278 -0.141
H: 1.309 2.178 -0.749
H: 0.593 1.246 -2.759
H: -0.680 3.714 -1.843
H: -1.823 2.811 -2.822
H: 1.007 3.505 -3.724
H: -0.425 4.472 -4.055
H: -0.265 3.301 -6.016
H: -1.394 2.271 -5.136
H: 1.507 1.819 -5.513
H: -1.603 0.222 -4.740
H: -1.188 -1.163 -5.676
H: 2.095 -0.178 -6.417
H: 0.994 -1.489 -6.357
C: -1.020 -2.866 1.799
N: -0.560 -2.389 3.090
C: -0.819 -3.219 4.249
C: 0.099 -1.240 3.147
C: 0.553 -0.679 4.458
O: 0.309 -0.574 2.104
H: -1.822 -3.584 1.948
H: -0.201 -3.341 1.249
H: -1.406 -2.027 1.201
H: -1.200 -4.180 3.916
H: -1.563 -2.762 4.904
H: 0.094 -3.396 4.819
H: 0.603 -1.420 5.246
H: -0.143 0.106 4.758
H: 1.531 -0.219 4.331
N: 0.383 -2.555 -1.484
C: 1.067 -3.523 -2.111
C: 2.395 -3.361 -1.778
C: 2.423 -2.255 -0.924
N: 1.196 -1.771 -0.756
H: -0.611 -2.358 -1.511
H: 0.584 -4.249 -2.736
H: 3.228 -3.953 -2.098
H: 3.275 -1.815 -0.444

Summary:
<S²>: 2.004
HOMO (alpha / beta) in eV: -15.451 / -15.466
Charge: +2
Lowest unoccupied orbital energy (alpha / beta) in hartree: -0.17919 / -0.22558
Spin multiplicity: 3
Frontier orbital gap (alpha / beta) in eV: 10.57 / 9.33
E in eV: -71524.6444

natural (NBO) atomic charge list, values in e, 6 entries: atom 1 (Ni): 1.53, atom 2 (N): -0.90, atom 3 (C): -0.18, atom 4 (C): -0.43, atom 5 (C): -0.40, atom 6 (C): -0.23


The following is a DFT calculation (ωB97M-V/def2-TZVPD) of a structure of composition C13H28AlFNO3.

Positions of all 47 atoms, in Å:
C: 2.153 3.065 1.345
C: 3.095 2.339 0.383
C: 3.020 0.802 0.418
C: 2.079 0.146 -0.590
C: 0.567 0.135 -0.189
C: -0.104 1.201 -1.093
C: -1.508 1.613 -0.754
O: -2.436 0.633 -1.193
C: -3.730 0.814 -0.663
C: -3.904 0.085 0.655
O: 0.408 0.668 1.103
Al: -0.407 -0.443 2.231
O: -1.069 -1.369 0.817
C: -0.091 -1.328 -0.194
C: -0.800 -1.794 -1.489
N: -0.203 -1.487 -2.803
C: 0.937 -2.441 0.166
C: 0.335 -3.678 0.777
F: 1.636 -2.842 -1.003
H: 1.890 2.436 2.189
H: 2.591 4.000 1.693
H: 1.212 3.318 0.859
H: 4.121 2.618 0.625
H: 2.902 2.655 -0.643
H: 4.022 0.432 0.183
H: 2.790 0.466 1.427
H: 2.174 0.702 -1.529
H: 2.455 -0.838 -0.809
H: -0.056 0.969 -2.155
H: 0.513 2.092 -0.951
H: -1.736 2.556 -1.271
H: -1.605 1.788 0.319
H: -4.417 0.404 -1.404
H: -3.935 1.882 -0.544
H: -3.222 0.479 1.406
H: -3.683 -0.970 0.519
H: -4.926 0.207 1.017
H: -1.469 0.258 3.207
H: 0.665 -1.346 3.046
H: -0.881 -2.879 -1.430
H: -1.811 -1.406 -1.445
H: 0.774 -1.249 -2.703
H: -0.665 -0.671 -3.180
H: 1.684 -2.039 0.849
H: 1.013 -4.510 0.586
H: -0.639 -3.922 0.363
H: 0.264 -3.551 1.852

Summary:
Energy above the lowest of the compared OMol25 structures with the same formula, charge and spin in eV: 0.000
HOMO in eV: -5.179
Charge: -1
Lowest unoccupied orbital energy in hartree: 0.12310
Spin multiplicity: 1
Frontier orbital gap in eV: 8.53
E in eV: -30885.4756

natural (NBO) atomic charge list, values in e, 6 entries: atom 1 (C): -0.60, atom 2 (C): -0.39, atom 3 (C): -0.39, atom 4 (C): -0.45, atom 5 (C): 0.34, atom 6 (C): -0.44


The following is a DFT calculation (ωB97M-V/def2-TZVPD) of a cluster of 3 separate species, C13H28ClN2O6S in total in a non-equilibrium geometry.

Positions of all 51 atoms, in Å:
O: 2.320 -1.725 -1.258
S: 1.520 -0.654 -1.682
O: 0.497 -0.345 -0.801
O: 0.815 -1.007 -3.073
C: 2.591 0.756 -2.034
C: 2.654 1.847 -1.003
C: 2.363 3.189 -1.649
C: 1.010 3.745 -1.314
O: 1.009 5.037 -1.913
C: -0.039 2.912 -1.929
C: -1.236 2.778 -1.035
C: -2.245 1.969 -1.806
Cl: -3.249 0.911 -0.782
H: 0.366 -0.242 -3.330
H: 2.169 1.184 -2.890
H: 3.520 0.361 -2.283
H: 3.600 1.823 -0.562
H: 1.975 1.739 -0.212
H: 3.090 3.838 -1.287
H: 2.465 3.075 -2.725
H: 0.830 4.952 -2.833
H: -0.406 3.351 -2.853
H: 0.277 1.926 -2.164
H: -1.638 3.709 -0.790
H: -1.003 2.249 -0.144
H: -2.812 2.612 -2.407
H: -1.701 1.345 -2.433
C: -1.816 2.722 4.106
C: -1.454 1.757 2.997
O: -0.679 2.063 2.122
N: -2.037 0.538 3.030
C: -2.984 0.039 4.009
H: -1.278 3.647 3.950
H: -2.885 2.934 4.094
H: -1.532 2.313 5.076
H: -1.762 -0.068 2.274
H: -2.575 -0.847 4.489
H: -3.915 -0.235 3.508
H: -3.198 0.785 4.765
C: 1.238 -4.184 0.156
C: 0.041 -4.827 0.803
O: -0.747 -4.211 1.484
N: -0.143 -6.162 0.597
C: 0.682 -7.069 -0.182
H: 1.262 -3.135 0.398
H: 2.155 -4.647 0.524
H: 1.182 -4.283 -0.926
H: -0.956 -6.530 1.052
H: 0.083 -7.513 -0.980
H: 1.053 -7.870 0.462
H: 1.524 -6.554 -0.621

Summary:
HOMO in eV: -1.444
Charge: -1
Lowest unoccupied orbital energy in hartree: 0.09089
Spin multiplicity: 1
Frontier orbital gap in eV: 3.92
E in eV: -52555.9053

natural (NBO) atomic charge list, values in e, 6 entries: atom 1 (O): -0.98, atom 2 (S): 2.39, atom 3 (O): -0.95, atom 4 (O): -0.88, atom 5 (C): -0.65, atom 6 (C): -0.43